Formula: C54H40AuBrIOP2S
Source: the Open Molecules 2025 dataset
Level of theory: wB97M-V/def2-TZVPD

For the max |F|, the calculation gives 2.53 eV/A. Its net charge is +3. As for the energy above the lowest of the compared OMol25 structures with the same formula, charge and spin: 41.39 kcal/mol. Its HOMO energy is -15.12 eV. The LUMO energy comes out at -10.83 eV. As for the HOMO-LUMO gap: 0.157 Eh.

XYZ file:
```
101
Properties=species:S:1:pos:R:3:forces:R:3:lowdin_charge:R:1
Au -1.256963 0.578365 0.017965 -0.780 0.434 -0.136 0.654
I -3.552559 2.456822 -1.122045 0.150 0.047 -0.072 0.962
Br -6.162450 4.509759 -2.036113 0.213 0.073 -0.225 0.752
S 0.877826 -1.288883 1.493657 1.489 -0.916 1.824 1.006
P 0.685210 1.780388 0.854323 0.735 1.172 -0.521 1.036
P -1.094819 -1.710703 -0.730336 1.207 -1.733 -0.955 1.022
O 0.921629 -1.453917 -0.013396 -1.086 0.052 -1.489 -0.579
C -1.765193 -4.306497 -0.634569 -0.053 0.381 0.111 -0.048
C -0.249160 -7.074219 2.855198 0.071 -0.466 0.391 -0.079
C -1.101138 5.426657 1.596535 0.165 0.042 -0.067 -0.027
C -0.238210 -3.752724 1.175434 0.147 -0.128 0.061 -0.127
C 1.078378 -2.618520 -4.043972 -0.024 -0.136 0.045 -0.031
C 3.308892 1.881872 -2.262539 0.096 -0.076 0.070 -0.039
C 4.745159 -1.672130 2.740808 0.160 0.420 0.118 0.033
C -3.424649 5.457753 -5.004183 0.165 -0.143 0.071 -0.043
C -1.870007 -5.638730 -0.239405 0.281 -0.372 0.380 0.032
C -5.664193 -1.226712 -1.024631 -0.014 0.028 0.263 -0.011
C 2.835179 0.427192 2.283901 0.185 0.126 0.314 -0.168
C -0.488934 -0.524436 -3.109285 -0.073 -0.058 0.049 -0.109
C -0.334231 -1.686036 -2.353082 -0.249 0.418 0.354 -0.345
C 3.508955 -1.919705 2.140579 -0.139 0.022 -0.160 -0.041
C 5.824831 1.676576 4.105867 0.472 0.254 0.240 -0.077
C -2.326466 4.665741 -4.698080 -0.069 -0.007 0.035 -0.062
C -1.193500 -6.040754 0.897455 -0.178 0.677 -0.488 -0.109
C -1.148189 -7.333298 1.629929 -0.146 -0.552 0.008 -0.077
C -2.144324 5.027519 2.419064 0.018 -0.079 0.012 -0.024
C -4.597372 4.561735 -3.106855 -0.158 -0.208 0.337 -0.722
C 0.168832 -5.650646 2.738142 0.343 0.764 0.156 -0.117
C 1.566931 3.470050 -2.741418 -0.058 0.029 0.023 -0.051
C 0.931433 3.135572 -1.558461 -0.057 -0.003 0.027 -0.109
C -4.558308 5.404175 -4.215072 -0.028 -0.154 0.207 -0.096
C 6.127424 0.167708 3.989030 0.486 -0.060 0.313 -0.076
C -3.490435 3.767512 -2.812209 -0.172 -0.039 0.116 -0.663
C 4.057085 0.622637 2.956600 -0.213 -0.037 -0.138 -0.068
C 3.684678 2.962403 3.304175 0.517 -0.406 0.125 0.033
C 0.937500 -4.844924 3.554523 -0.372 -0.500 -0.224 0.029
C 2.503300 2.816172 2.577721 -0.456 -0.221 -0.280 -0.030
C 0.901207 -1.477110 -4.809691 -0.033 0.114 -0.016 -0.027
C 4.494125 1.856683 3.470398 -0.655 0.305 -0.297 -0.113
C -0.979623 -3.362721 0.026234 -0.340 0.517 -0.032 -0.246
C 1.531645 2.226463 -0.686841 -0.629 -0.303 0.108 -0.346
C 2.564027 -0.925762 1.963556 -0.801 -0.151 -0.050 -0.309
C -0.310090 3.166929 1.474422 -0.304 -0.645 -0.204 -0.409
C -1.351519 2.772681 2.322699 0.047 -0.067 -0.061 -0.144
C -4.949491 -1.363243 -2.205708 0.397 -0.174 -0.319 -0.024
C 1.146084 -3.514990 3.172972 -0.044 0.257 -0.208 -0.048
C 0.620021 -2.991121 2.006353 0.022 0.331 0.314 -0.296
C 4.994015 -0.397974 3.210271 -0.382 -0.383 -0.369 -0.111
C -3.572252 -1.516648 -2.186377 -0.222 0.226 -0.515 -0.065
C -5.009607 -1.266978 0.199048 -0.085 0.030 0.096 -0.038
C -2.254048 3.699616 2.802991 -0.105 0.027 0.065 -0.051
C -0.174544 4.508553 1.128615 0.067 0.019 -0.147 -0.085
C -3.639917 -1.431681 0.229341 -0.060 0.172 0.478 -0.117
C -2.360014 3.810729 -3.605109 0.146 -0.011 -0.066 -0.161
C -2.917702 -1.570900 -0.962117 1.192 1.075 0.572 -0.385
C -0.402343 -5.095369 1.576319 0.085 0.252 0.011 -0.065
C 2.704260 1.569516 -1.057691 0.010 0.043 0.101 -0.060
C 0.464461 -2.729553 -2.809703 -0.019 -0.041 0.132 -0.047
C 2.074251 1.603340 2.039867 -0.469 -0.515 0.157 -0.256
C 0.123938 -0.425670 -4.341526 0.025 0.070 -0.102 -0.046
C 2.759666 2.850812 -3.087475 -0.104 0.039 -0.060 -0.034
H 6.574273 2.278567 3.583550 -0.040 -0.033 0.046 0.142
H 0.594728 -3.613830 -2.204877 0.057 -0.105 0.026 0.117
H 1.375005 -5.221426 4.466599 0.036 0.014 0.076 0.133
H -3.020192 -1.619333 -3.108751 0.018 0.034 -0.084 0.120
H 0.648968 4.837943 0.510311 -0.012 0.039 -0.056 0.118
H -3.110625 -1.472989 1.176206 -0.100 -0.075 0.089 0.109
H 0.617979 -7.739733 2.887976 -0.062 0.051 -0.062 0.140
H -1.002338 6.463702 1.316183 0.024 0.111 -0.001 0.125
H -0.752125 -8.132116 0.999053 -0.029 0.045 -0.028 0.141
H -0.002131 0.460281 -4.944578 -0.021 0.091 -0.037 0.117
H 3.145749 0.830716 -0.405124 0.085 -0.063 0.032 0.108
H 7.091447 -0.028643 3.515517 -0.062 -0.006 -0.013 0.140
H -5.564942 -1.165421 1.118001 -0.059 -0.011 0.089 0.126
H 3.274432 -2.924468 1.822595 -0.008 -0.085 0.017 0.126
H -5.466801 -1.357552 -3.152024 -0.060 -0.007 -0.106 0.129
H -2.325119 -3.983412 -1.503076 -0.075 -0.113 -0.026 0.117
H 3.257697 3.121920 -4.006129 0.037 0.000 -0.080 0.123
H -3.398878 6.110056 -5.863230 -0.013 0.066 -0.048 0.124
H -0.009974 3.598359 -1.292272 -0.024 0.052 -0.079 0.085
H 1.369735 -1.404774 -5.778820 0.062 0.012 -0.090 0.124
H -1.088725 0.289037 -2.715800 -0.067 0.136 -0.165 0.070
H -0.785936 -7.244174 3.791962 0.022 0.035 -0.043 0.140
H -2.152423 -7.649764 1.923366 0.046 0.021 -0.043 0.141
H -6.734593 -1.090632 -1.056362 -0.093 0.005 -0.013 0.131
H 5.827107 2.020688 5.142242 -0.014 -0.005 -0.050 0.140
H 4.217570 1.378249 -2.556614 0.078 -0.015 0.020 0.122
H -1.442460 4.708414 -5.314993 0.081 -0.025 -0.067 0.112
H -5.420285 6.008151 -4.452604 -0.078 0.040 0.033 0.117
H 1.692125 -3.426513 -4.412479 0.024 -0.063 -0.023 0.124
H -2.485617 -6.320884 -0.801935 -0.081 -0.073 -0.110 0.132
H 1.899605 3.696646 2.408220 0.046 0.061 0.065 0.104
H 6.174625 -0.303795 4.975604 0.000 0.008 -0.079 0.142
H 3.958118 3.928318 3.694705 0.013 0.153 0.034 0.133
H -2.864918 5.753145 2.764714 -0.039 0.053 0.049 0.127
H -3.045112 3.391762 3.467145 -0.102 -0.050 0.076 0.122
H -1.513413 3.178969 -3.381479 0.103 -0.033 0.027 0.071
H 5.457619 -2.472161 2.854869 0.083 -0.116 0.047 0.133
H -1.431933 1.730514 2.610944 -0.090 -0.056 0.137 0.091
H 1.747694 -2.883732 3.811823 0.036 0.017 0.023 0.123
H 1.135374 4.220541 -3.386540 -0.032 0.058 -0.070 0.115
```
Forces are in eV/Å.